Here is 14 unconnected molecules or ions with the total composition C21H64N22O17S at a distorted geometry from the Open Molecules 2025 dataset. Energies are from ωB97M-V with the def2-TZVPD basis set.

Results
F_max: 0.0484 Eh/bohr
Total charge: 0
HOMO: -9.234 eV
Relative energy (zero: lowest compared OMol25 entry of this formula, charge and spin): 0.0 kJ/mol
Orbital gap: 9.48 eV
Multiplicity: 1

Last column: Löwdin charge in e.
Cartesian coordinates (Å):
C1 -13.85 17.53 -29.31  -0.622
O1 -14.23 16.45 -28.84  -0.042
N1 -12.52 17.81 -29.37  0.210
N2 -14.70 18.50 -29.71  0.182
H1 -12.19 18.73 -29.57  0.083
H2 -11.91 17.16 -28.89  0.081
H3 -15.69 18.35 -29.65  0.108
H4 -14.41 19.44 -29.93  0.098
C2 -13.59 15.66 -21.89  -0.675
O2 -13.21 14.97 -20.95  0.001
N3 -14.59 16.58 -21.85  0.163
N4 -13.04 15.51 -23.13  0.174
H5 -15.20 16.75 -21.08  0.099
H6 -14.90 17.11 -22.66  0.058
H7 -12.42 14.72 -23.21  0.042
H8 -13.22 16.11 -23.92  0.052
C3 -8.82 13.64 -30.34  -0.649
O3 -9.24 13.75 -29.18  -0.024
N5 -7.78 14.34 -30.85  0.181
N6 -9.38 12.74 -31.18  0.172
H9 -7.25 15.02 -30.33  0.068
H10 -7.68 14.38 -31.85  0.106
H11 -8.93 12.48 -32.04  0.099
H12 -10.25 12.28 -30.93  0.091
C4 -9.84 11.09 -26.11  -0.673
O4 -8.92 10.94 -25.30  0.000
N7 -10.98 11.81 -25.79  0.156
N8 -9.86 10.57 -27.36  0.162
H13 -11.77 11.67 -26.39  0.098
H14 -10.88 12.30 -24.90  0.043
H15 -10.37 10.92 -28.16  0.094
H16 -9.12 9.92 -27.58  0.103
C5 -10.60 13.12 -22.43  -0.609
O5 -11.37 13.19 -23.41  -0.058
N9 -9.69 14.07 -22.14  0.191
N10 -10.62 12.04 -21.59  0.186
H17 -9.58 14.82 -22.81  0.071
H18 -9.33 14.10 -21.20  0.112
H19 -9.98 12.08 -20.82  0.099
H20 -11.19 11.24 -21.77  0.113
C6 -8.33 19.14 -27.44  -0.625
O6 -8.97 18.85 -28.46  -0.049
N11 -8.94 19.50 -26.28  0.211
N12 -6.98 19.27 -27.46  0.183
H21 -9.94 19.39 -26.20  0.084
H22 -8.39 19.85 -25.51  0.110
H23 -6.40 19.23 -26.64  0.103
H24 -6.50 18.86 -28.25  0.107
C7 -13.21 12.85 -29.30  -0.670
O7 -12.60 11.90 -29.84  -0.036
N13 -12.75 14.11 -29.25  0.178
N14 -14.34 12.66 -28.57  0.174
H25 -13.36 14.85 -28.93  0.048
H26 -11.87 14.30 -29.69  0.090
H27 -14.75 11.74 -28.55  0.102
H28 -14.75 13.39 -27.98  0.058
C8 -8.76 17.56 -22.76  -0.658
O8 -8.21 17.96 -21.74  0.019
N15 -8.09 17.55 -23.97  0.150
N16 -9.98 16.96 -22.81  0.156
H29 -8.66 17.34 -24.78  0.055
H30 -7.12 17.75 -24.09  0.100
H31 -10.40 16.77 -23.71  0.069
H32 -10.53 16.84 -21.97  0.112
C9 -9.49 18.56 -32.00  -0.682
O9 -9.56 18.68 -33.21  0.015
N17 -9.47 17.35 -31.35  0.155
N18 -9.41 19.61 -31.13  0.152
H33 -9.62 16.53 -31.93  0.089
H34 -9.21 17.14 -30.40  0.063
H35 -9.26 19.41 -30.15  0.032
H36 -9.37 20.53 -31.52  0.100
C10 -10.67 16.04 -26.65  -0.625
O10 -11.18 16.98 -26.01  -0.034
N19 -10.88 14.72 -26.40  0.201
N20 -9.85 16.24 -27.72  0.192
H37 -11.38 14.45 -25.56  0.077
H38 -10.54 13.98 -26.99  0.075
H39 -9.38 15.43 -28.12  0.052
H40 -9.45 17.16 -27.81  0.047
C11 -14.81 17.59 -25.30  -0.650
O11 -14.54 18.26 -24.31  -0.001
N21 -13.92 16.83 -26.03  0.158
N22 -16.09 17.41 -25.78  0.159
H41 -14.33 16.39 -26.84  0.045
H42 -12.88 16.82 -25.94  0.057
H43 -16.76 17.96 -25.26  0.103
H44 -16.31 16.95 -26.64  0.088
C12 -6.98 13.36 -26.61  -0.144
C13 -7.46 14.37 -25.58  -0.146
O12 -7.25 15.67 -26.15  -0.219
S1 -6.21 15.66 -27.36  0.610
O13 -4.98 16.30 -27.05  -0.216
O14 -6.82 15.96 -28.62  -0.254
O15 -5.93 14.07 -27.28  -0.177
H45 -7.77 13.02 -27.28  0.107
H46 -6.53 12.52 -26.09  0.137
H47 -6.85 14.31 -24.68  0.138
H48 -8.50 14.15 -25.34  0.112
C14 -15.47 12.69 -25.19  -0.151
C15 -16.92 12.40 -25.55  -0.149
C16 -17.09 13.19 -26.88  -0.173
O16 -16.02 14.12 -26.96  -0.192
C17 -15.25 14.08 -25.76  -0.224
H49 -14.77 12.04 -25.72  0.104
H50 -15.32 12.68 -24.11  0.119
H51 -17.65 12.74 -24.81  0.109
H52 -17.11 11.33 -25.67  0.107
H53 -18.06 13.68 -26.89  0.117
H54 -17.00 12.42 -27.64  0.109
H55 -15.57 14.87 -25.07  0.107
H56 -14.19 14.25 -25.95  0.101
C18 -11.72 21.19 -28.29  -0.170
C19 -11.73 22.58 -27.66  -0.140
C20 -12.00 22.32 -26.16  -0.156
O17 -11.66 20.92 -26.01  -0.171
C21 -12.23 20.30 -27.15  -0.231
H57 -10.70 20.96 -28.61  0.091
H58 -12.30 21.01 -29.20  0.095
H59 -12.70 22.99 -27.99  0.109
H60 -10.87 23.21 -27.84  0.109
H61 -13.04 22.35 -25.83  0.118
H62 -11.37 22.91 -25.50  0.117
H63 -13.32 20.26 -27.07  0.125
H64 -11.95 19.25 -27.15  0.087